1.
Computed, not measured: a structure of composition C20H36InNO3P2 in a non-equilibrium geometry, with the ωB97M-V functional and the def2-TZVPD basis.

Each line ends with the Löwdin charge.
Atoms and positions in Å:
1 C -1.097 2.728 -2.982  -0.040
2 C -1.156 1.637 -2.054  -0.351
3 N 0.034 1.219 -1.470  0.001
4 C 1.208 1.860 -1.720  -0.304
5 C 1.296 2.905 -2.640  -0.047
6 C 0.111 3.333 -3.280  -0.066
7 C -2.358 0.937 -1.759  -0.309
8 P -2.335 -0.222 -0.411  0.818
9 In -0.041 -0.492 -0.132  0.305
10 P 2.251 -0.233 -0.144  0.895
11 C 2.409 1.473 -0.876  -0.222
12 C -0.105 -1.996 1.296  -0.276
13 C -0.504 -1.733 2.632  -0.106
14 C -0.532 -2.734 3.615  -0.092
15 C -0.157 -4.050 3.303  -0.108
16 C 0.246 -4.343 1.993  -0.111
17 C 0.270 -3.335 1.016  -0.136
18 O -1.590 -0.934 -3.878  -0.100
19 O 1.095 -1.266 -3.691  -0.110
20 H -2.026 3.064 -3.451  0.110
21 H 2.255 3.392 -2.829  0.108
22 H 0.146 4.159 -3.999  0.109
23 C -3.294 0.412 1.035  -0.220
24 C -3.307 -1.709 -0.910  -0.220
25 H 3.351 1.598 -1.438  0.103
26 H 2.452 2.163 -0.010  0.074
27 H -1.900 -0.294 -3.159  0.006
28 H -3.303 1.363 -2.121  0.078
29 C 3.183 -0.168 1.437  -0.200
30 C 3.252 -1.315 -1.240  -0.229
31 H -0.798 -0.715 2.911  0.078
32 H -0.849 -2.483 4.634  0.099
33 H -0.179 -4.833 4.069  0.097
34 H 0.543 -5.365 1.725  0.096
35 H 0.594 -3.605 0.001  0.087
36 H -0.234 -1.612 -0.920  -0.010
37 H 1.073 -2.224 -3.864  0.054
38 H 0.135 -1.017 -3.813  0.000
39 H -1.914 -0.523 -4.699  0.073
40 H 0.202 -1.137 -1.439  0.046
41 H -4.341 0.620 0.752  0.052
42 H -3.271 -0.338 1.845  0.052
43 H -2.816 1.340 1.388  0.010
44 H -4.369 -1.450 -1.070  0.054
45 H -2.884 -2.094 -1.852  0.036
46 H -3.230 -2.480 -0.124  0.052
47 H 4.303 -0.979 -1.291  0.051
48 H 3.212 -2.347 -0.851  0.051
49 H 2.781 -1.282 -2.238  0.020
50 H 4.238 0.120 1.286  0.056
51 H 2.687 0.551 2.110  0.029
52 H 3.132 -1.166 1.904  0.061
53 C 1.226 2.932 2.098  -0.077
54 C 0.389 1.718 2.516  -0.538
55 C -1.014 2.196 2.840  -0.086
56 O 0.469 0.613 1.602  -0.410
57 H 0.863 3.339 1.130  0.087
58 H 2.302 2.692 2.048  0.063
59 H 1.142 3.734 2.863  0.083
60 H 0.802 1.349 3.480  0.134
61 H -1.433 2.728 1.962  0.083
62 H -1.642 1.362 3.208  0.070
63 H -0.975 2.942 3.663  0.086

Calculated values
- E: -1936.70717 hartree
- Spin multiplicity: 1
- Frontier orbital gap: 7.58 eV
- HOMO: -7.18 eV
- Relative energy (zero: lowest compared OMol25 entry of this formula, charge and spin): 4.101 eV



2.
Computed, not measured: a cluster of 4 separate species, C20H36N4O2 in total, with the ωB97M-V functional and the def2-TZVPD basis.

Each line ends with the natural charge from an NBO analysis.
Atoms and positions in Å:
1 C 1.207 2.231 2.059  -0.628
2 C 1.281 3.582 1.329  -0.393
3 C 0.014 4.460 1.450  -0.223
4 C -0.093 5.019 2.871  -0.607
5 C -1.212 3.677 0.925  -0.061
6 N -1.439 3.972 -0.528  -0.657
7 C -2.697 4.629 -0.671  0.694
8 O -3.273 4.734 -1.719  -0.546
9 C -3.172 5.102 0.689  -0.542
10 C -2.633 3.929 1.497  0.099
11 O -2.745 4.005 2.905  -0.716
12 H 2.144 1.989 2.561  0.219
13 H 0.416 2.232 2.818  0.198
14 H 0.965 1.420 1.368  0.229
15 H 1.527 3.431 0.273  0.201
16 H 2.105 4.170 1.752  0.200
17 H 0.182 5.318 0.784  0.190
18 H 0.787 5.636 3.085  0.203
19 H -0.980 5.635 3.019  0.218
20 H -0.130 4.225 3.621  0.213
21 H -1.056 2.598 0.984  0.205
22 H -0.753 4.622 -0.901  0.387
23 H -4.260 5.161 0.726  0.233
24 H -2.700 6.058 0.935  0.231
25 H -3.217 3.064 1.143  0.167
26 H -3.366 3.332 3.200  0.481
27 C -1.543 -1.844 -0.532  -0.616
28 C -0.398 -2.407 -1.364  -0.375
29 C 0.772 -2.894 -0.499  -0.524
30 C 1.346 -1.807 0.293  0.309
31 N 1.798 -0.935 0.894  -0.367
32 H -1.227 -0.969 0.038  0.206
33 H -2.366 -1.542 -1.180  0.222
34 H -1.919 -2.591 0.170  0.212
35 H -0.043 -1.650 -2.064  0.204
36 H -0.756 -3.243 -1.962  0.225
37 H 1.564 -3.311 -1.122  0.243
38 H 0.430 -3.672 0.184  0.259
39 C 1.882 -4.873 4.524  -0.615
40 C 2.087 -6.220 3.842  -0.378
41 C 1.852 -6.159 2.328  -0.513
42 C 0.486 -5.746 2.008  0.298
43 N -0.593 -5.416 1.773  -0.346
44 H 0.856 -4.523 4.408  0.218
45 H 2.089 -4.948 5.591  0.218
46 H 2.546 -4.114 4.105  0.209
47 H 1.417 -6.964 4.277  0.209
48 H 3.106 -6.571 4.011  0.210
49 H 2.026 -7.131 1.866  0.251
50 H 2.537 -5.443 1.867  0.245
51 C 1.797 -0.991 -5.546  -0.614
52 C 0.714 -0.619 -6.551  -0.378
53 C -0.612 -0.243 -5.879  -0.512
54 C -1.153 -1.349 -5.090  0.299
55 N -1.579 -2.220 -4.470  -0.348
56 H 1.510 -1.869 -4.965  0.214
57 H 2.733 -1.221 -6.056  0.218
58 H 1.987 -0.172 -4.850  0.206
59 H 0.544 -1.449 -7.238  0.208
60 H 1.042 0.230 -7.152  0.210
61 H -1.360 0.038 -6.621  0.252
62 H -0.473 0.609 -5.211  0.248

Calculated values
- E: -1153.14339 hartree
- Spin multiplicity: 1
- SMILES: CC[C@H](C)[C@@H]1NC(=O)C[C@@H]1O.CCCC#N.CCCC#N.CCCC#N
- Frontier orbital gap: 10.00 eV
- HOMO: -9.36 eV



3.
Computed, not measured: a structure of composition C20H36N7OSSbTi, with the ωB97M-V functional and the def2-TZVPD basis.

Each line ends with the natural charge from an NBO analysis.
Atoms and positions in Å:
1 Ti -0.791 -0.378 0.915  1.072
2 N 0.711 1.194 1.381  -0.879
3 C 2.074 0.689 1.289  0.062
4 C 3.167 1.510 1.524  -0.242
5 C 4.446 0.988 1.387  -0.210
6 C 4.614 -0.335 1.009  -0.242
7 C 3.518 -1.180 0.769  0.009
8 C 3.644 -2.530 0.345  -0.289
9 C 2.476 -3.266 0.111  -0.275
10 C 1.245 -2.699 0.310  -0.020
11 N 1.058 -1.404 0.733  -0.688
12 C 2.208 -0.649 0.934  0.131
13 H 0.555 1.838 0.602  0.408
14 H 0.582 1.724 2.238  0.390
15 H 3.015 2.552 1.780  0.211
16 H 5.308 1.618 1.557  0.213
17 H 5.612 -0.738 0.882  0.207
18 H 4.625 -2.962 0.199  0.204
19 H 2.532 -4.293 -0.228  0.212
20 H 0.345 -3.270 0.124  0.172
21 C 4.261 -0.205 -3.171  -0.611
22 C 2.811 -0.218 -3.645  -0.409
23 C 1.836 -0.177 -2.472  -0.608
24 S 1.473 1.509 -1.903  1.243
25 O 2.632 2.395 -2.219  -0.997
26 C 0.211 1.880 -3.149  -0.608
27 C -0.115 3.366 -3.151  -0.414
28 C -0.768 3.849 -1.861  -0.607
29 H 4.950 -0.236 -4.017  0.204
30 H 4.463 -1.070 -2.535  0.202
31 H 4.464 0.697 -2.595  0.235
32 H 2.615 -1.125 -4.223  0.205
33 H 2.636 0.628 -4.315  0.208
34 H 2.248 -0.712 -1.617  0.242
35 H 0.858 -0.613 -2.690  0.237
36 H -0.650 1.264 -2.876  0.238
37 H 0.593 1.560 -4.121  0.223
38 H -0.774 3.568 -3.998  0.207
39 H 0.811 3.919 -3.326  0.228
40 H -1.699 3.315 -1.660  0.203
41 H -0.997 4.914 -1.915  0.214
42 H -0.103 3.707 -1.005  0.197
43 N -3.055 -4.939 3.067  -0.604
44 N -2.687 -4.040 2.083  0.141
45 N -2.987 -4.173 0.802  -0.252
46 C -2.444 -3.088 0.290  0.148
47 N -1.837 -2.350 1.240  -0.320
48 N -2.013 -2.963 2.379  0.010
49 H -3.984 -5.271 2.838  0.382
50 H -2.407 -5.720 3.045  0.378
51 H -2.474 -2.815 -0.749  0.243
52 C -3.501 1.279 4.230  -1.009
53 Sb -3.017 0.734 2.197  1.154
54 C -3.823 2.491 1.301  -0.982
55 C -4.690 -0.563 1.918  -0.985
56 H -4.549 1.566 4.310  0.222
57 H -2.876 2.114 4.547  0.224
58 H -3.308 0.433 4.888  0.227
59 H -4.780 2.729 1.764  0.225
60 H -3.958 2.300 0.239  0.239
61 H -3.143 3.332 1.429  0.227
62 H -5.612 -0.037 2.159  0.229
63 H -4.591 -1.430 2.573  0.220
64 H -4.704 -0.887 0.879  0.235
65 C -1.880 0.089 -0.598  -1.214
66 H -2.407 -0.552 -1.313  0.189
67 H -1.973 1.137 -0.912  0.194

Calculated values
- E: -2729.95597 hartree
- Spin multiplicity: 3
- Frontier orbital gap (alpha / beta): 5.16 / 7.01 eV
- HOMO (alpha / beta): -4.83 / -6.76 eV